Formula: C3H10N
Source: the OMol25 dataset
Level of theory: wB97M-V/def2-TZVPD

Molar mass = 60.12 g/mol
Energy above the lowest of the compared OMol25 structures with the same formula, charge and spin = 173.5 kcal per mole
Total charge = +1
Spin multiplicity = 1
HOMO energy = -15.857 eV
E_tot = -174.53502 Eh

Each line ends with the Löwdin charge.
Cartesian coordinates (Å):
C (1.723, 0.857, -0.419)  -0.121
C (0.804, 0.537, 0.863)  -0.105
N (-0.828, -0.342, -0.786)  0.294
C (-1.911, -0.924, -0.086)  -0.077
H (2.332, 1.746, -0.273)  0.073
H (2.379, 0.015, -0.648)  0.074
H (1.126, 1.050, -1.310)  0.047
H (0.408, -0.512, 0.825)  0.065
H (-0.282, 0.793, 0.843)  0.042
H (1.425, 1.047, 1.633)  0.122
H (-0.529, -1.226, -1.270)  0.151
H (-1.596, -1.821, 0.457)  0.137
H (-2.897, -0.970, -0.580)  0.181
H (-2.154, -0.250, 0.750)  0.116


Formula: C4H12
Source: the OMol25 dataset
Level of theory: wB97M-V/def2-TZVPD

Molar mass = 60.14 g/mol
Energy above the lowest of the compared OMol25 structures with the same formula, charge and spin = 18.3 kcal per mole
Spin multiplicity = 1
HOMO energy = -11.202 eV
E_tot = -159.55581 Eh

Each line ends with the Löwdin charge.
Cartesian coordinates (Å):
C (2.455, -0.235, -0.434)  -0.192
C (1.193, 0.105, -1.156)  -0.183
H (2.440, -1.266, -0.036)  0.066
H (3.375, -0.303, -0.987)  0.055
H (2.694, 0.258, 0.507)  0.063
H (0.962, 1.204, -1.017)  0.075
H (0.210, -0.403, -0.827)  0.062
H (1.222, -0.024, -2.246)  0.063
C (-1.417, 0.488, 1.317)  -0.157
C (-2.216, -0.306, 0.229)  -0.166
H (-0.761, -0.225, 1.808)  0.056
H (-0.921, 1.308, 0.809)  0.048
H (-1.992, 0.910, 2.137)  0.055
H (-2.210, -1.336, 0.544)  0.051
H (-1.947, -0.141, -0.806)  0.051
H (-3.286, -0.183, 0.392)  0.053


Formula: C3H9N2O
Source: the OMol25 dataset
Level of theory: wB97M-V/def2-TZVPD

Molar mass = 89.12 g/mol
Energy above the lowest of the compared OMol25 structures with the same formula, charge and spin = 3.5 kcal per mole
Total charge = -1
Spin multiplicity = 1
HOMO energy = -3.008 eV
E_tot = -304.46036 Eh

Each line ends with the Löwdin charge.
Cartesian coordinates (Å):
N (-0.563, -1.668, 0.516)  -0.054
C (-0.205, -1.900, -0.758)  -0.516
N (0.270, -0.945, -1.590)  -0.062
H (-0.824, -2.547, 1.003)  -0.028
H (0.965, 0.472, -0.968)  -0.017
H (-0.251, -2.932, -1.150)  0.063
H (0.460, -1.342, -2.501)  -0.018
C (0.761, 1.298, 0.757)  -0.359
O (1.322, 1.312, -0.565)  -0.179
C (-0.755, 1.420, 0.713)  -0.138
H (1.234, 2.166, 1.267)  0.092
H (1.077, 0.367, 1.232)  0.079
H (-1.274, 1.157, 1.641)  0.056
H (-1.119, 0.724, -0.025)  0.027
H (-1.098, 2.417, 0.428)  0.053